Run w
C3H6OS3 in the gas phase, computed with ωB97M-V/def2-TZVPD.

Properties
HOMO-LUMO gap in eV: 6.70
HOMO level in eV: -7.472

Last column: Mulliken charge in e.
Cartesian coordinates (Å):
C -0.3794 -1.9352 0.1914  -0.138
C -0.0672 0.9138 -0.1885  -1.244
C 1.1734 0.1890 0.2925  -0.230
O -1.8459 -1.6294 3.4388  -0.438
S -2.5534 -2.2019 2.2913  0.195
S -1.1753 -3.4566 0.8428  -0.147
S 0.8661 -1.4078 1.1046  0.061
H 0.3514 1.9288 -0.6319  0.275
H -0.6716 0.3660 -0.7727  0.512
H -0.8464 1.2402 0.6023  0.305
H 1.6496 0.9111 0.8758  0.380
H 1.8161 -0.0385 -0.7114  0.243
H -2.3047 -3.4293 0.1191  0.227



Run x
C3H6OS3 in the gas phase, computed with ωB97M-V/def2-TZVPD.

Properties
HOMO-LUMO gap in eV: 9.34
HOMO level in eV: -8.824

Last column: Mulliken charge in e.
Cartesian coordinates (Å):
C 0.0215 -0.2486 0.7064  0.006
C -1.0999 -0.6767 -0.0807  0.089
C 0.7190 1.0323 0.4070  -1.240
O -1.8578 -1.3138 2.3067  -0.606
S -1.7136 -2.2869 -0.2460  -0.225
S -1.6028 0.5211 -1.4367  -0.192
S -1.5642 -0.0650 1.6615  0.380
H 0.5789 -1.0601 0.9478  0.483
H 0.0710 1.8475 0.5457  0.415
H 0.9665 1.1955 -0.7408  0.207
H 1.6733 1.2018 0.9499  0.315
H -1.6962 -2.4788 1.0890  0.229
H -0.3809 0.2429 -2.0419  0.140



The energy of each structure relative to the most stable one, in hartree, is as follows: run w 0.1033; run x 0.0000.



Run w
A gas-phase ion, C4H9N2O2 (charge +1), computed with ωB97M-V/def2-TZVPD.

Properties
HOMO-LUMO gap in eV: 9.68
Total charge: +1
HOMO level in eV: -14.341
Structure (SMILES): N[C@]1(O)C=[NH+]C[C@@H]1O

Last column: Mulliken charge in e.
Cartesian coordinates (Å):
N 1.8737 0.0534 0.7100  -0.620
C 0.7823 0.1533 -0.1810  0.949
O 1.1754 0.2274 -1.5222  -0.545
C -0.0991 1.4000 -0.0374  -0.535
N -1.3276 1.1046 -0.1860  0.003
C -1.5313 -0.3216 -0.5536  -0.673
C -0.2899 -0.9574 0.0548  -0.195
O -0.5441 -1.1439 1.4239  -0.589
H 2.4749 0.8670 0.7406  0.248
H 1.6040 -0.2110 1.6484  0.225
H 1.7323 -0.5291 -1.7414  0.386
H 0.2310 2.4043 0.1973  0.445
H -2.0856 1.7697 -0.0700  0.290
H -1.4927 -0.3724 -1.6405  0.311
H -2.4753 -0.7014 -0.1816  0.401
H -0.0244 -1.8902 -0.4415  0.522
H -0.0037 -1.8529 1.7802  0.376



Run x
A gas-phase ion, C4H9N2O2 (charge +1), computed with ωB97M-V/def2-TZVPD.

Properties
HOMO-LUMO gap (alpha / beta) in eV: 10.09 / 6.09
Total charge: +1
HOMO level (alpha / beta) in eV: -14.718 / -12.823

Last column: Mulliken charge in e.
Cartesian coordinates (Å):
C -0.2670 1.4561 -0.1968  0.345
C -0.0499 -0.8055 -0.7183  -0.757
C 1.3467 -0.8786 -0.0007  -0.525
C -2.1460 -0.0911 0.3020  -0.800
N -0.8760 0.2725 -0.2336  0.152
N 2.2853 0.1154 -0.3415  -0.147
O -0.6803 2.5090 0.3656  -0.339
O 3.2569 0.4244 0.5160  -0.254
H 0.0987 -0.6987 -1.7290  0.310
H -0.6982 -1.8357 -0.5769  0.431
H 1.2050 -1.3586 0.9863  0.425
H 1.7424 -1.7099 -0.4458  0.444
H -2.8452 -0.4518 -0.3926  0.368
H -2.0554 -1.0051 1.0645  0.303
H -2.6514 0.7107 0.7754  0.277
H -1.6632 2.5931 0.6330  0.351
H 3.9976 0.7539 -0.0076  0.416



The energy of each structure relative to the most stable one, in hartree, is as follows: run w 0.0000; run x 0.2392.



Run w
C6H7Br in the gas phase, computed with ωB97M-V/def2-TZVPD.

Properties
HOMO-LUMO gap (alpha / beta) in eV: 7.88 / 7.84
HOMO level (alpha / beta) in eV: -8.154 / -8.144
Structure (SMILES): C#C/C=C(\Br)CC

Last column: Mulliken charge in e.
Cartesian coordinates (Å):
C 3.8652 -1.7296 0.1503  0.386
C 2.7001 -1.5749 -0.0688  -0.747
C 1.3272 -1.5172 -0.1216  -0.487
C 0.7645 -0.0040 -0.4353  0.173
Br 2.0724 1.3619 -0.0492  -0.128
C -0.6475 0.4801 -0.6444  -0.693
C -1.3661 1.1282 0.5019  -0.815
H 4.8640 -1.7930 0.2879  0.487
H 0.7058 -2.4154 -0.0906  0.325
H -0.7345 1.0176 -1.6265  0.374
H -1.2566 -0.4057 -0.8464  0.289
H -1.1832 0.3069 1.1959  0.310
H -0.7647 2.0561 0.8896  0.216
H -2.3713 1.3883 0.0833  0.308



Run x
C6H7Br in the gas phase, computed with ωB97M-V/def2-TZVPD.

Properties
HOMO-LUMO gap in eV: 8.49
HOMO level in eV: -8.119
Structure (SMILES): C#C/C(C)=C(/C)Br

Last column: Mulliken charge in e.
Cartesian coordinates (Å):
C -1.1804 -2.7867 -0.0702  0.032
C -0.5877 -1.7288 -0.1487  -0.929
C 0.0466 -0.4635 -0.0377  0.845
C 1.4856 -0.5305 0.0876  -1.386
C -0.8281 0.7424 -0.0690  0.228
C -0.2017 2.0978 -0.1098  -0.999
Br -2.6399 0.6630 -0.1465  -0.120
H -1.8562 -3.5649 0.2175  0.409
H 1.7461 -1.5536 -0.0421  0.407
H 1.7791 -0.1506 1.1660  0.280
H 2.1125 0.1404 -0.5368  0.351
H 0.8153 1.7913 -0.0643  0.275
H -0.4273 2.6892 0.7943  0.292
H -0.2638 2.6543 -1.0403  0.314



Run y
C6H7Br in the gas phase, computed with ωB97M-V/def2-TZVPD.

Properties
HOMO-LUMO gap in eV: 9.11
HOMO level in eV: -8.519
Structure (SMILES): C#C/C(C)=C(/C)Br

Last column: Mulliken charge in e.
Cartesian coordinates (Å):
C 1.9094 1.0392 -2.1321  -0.004
C 1.1136 0.5790 -1.3721  -0.783
C 0.1235 0.1314 -0.4879  0.691
C -1.2225 0.8252 -0.5691  -1.366
C 0.4560 -0.6649 0.5672  0.452
C -0.3583 -0.8832 1.8360  -1.176
Br 2.0479 -1.5953 0.4751  -0.155
H 2.4246 0.9720 -3.0471  0.330
H -2.0106 0.0198 -0.3743  0.316
H -1.5751 1.2735 -1.5133  0.348
H -1.2498 1.4747 0.2490  0.354
H -1.1516 -0.1425 1.8759  0.323
H 0.3422 -1.1163 2.6977  0.366
H -0.8494 -1.9126 1.7951  0.304



Run z
2 unconnected molecules or ions with the total composition C6H7Br, computed with ωB97M-V/def2-TZVPD.

Properties
HOMO-LUMO gap (alpha / beta) in eV: 6.63 / 6.83
HOMO level (alpha / beta) in eV: -7.925 / -7.863

Last column: Mulliken charge in e.
Cartesian coordinates (Å):
C -1.8604 -1.6138 1.3387  -0.174
C -1.4742 -0.5400 0.9203  -0.190
C -0.8961 0.4338 0.2269  0.167
C 1.6989 -0.1380 -0.0592  -0.086
C -1.0369 1.8650 0.4256  -0.942
C 1.8685 -0.5585 -1.4538  -0.927
Br 1.7038 -1.6681 0.9503  -0.092
H -2.4174 -2.5256 1.7339  0.341
H -0.2107 2.4131 0.0724  0.299
H -1.2380 2.2460 1.4381  0.319
H -2.0157 2.0890 -0.1716  0.282
H 1.1887 -1.4041 -1.6981  0.301
H 2.8426 -0.9098 -1.5489  0.463
H 1.8469 0.3111 -2.1746  0.238



The energy of each structure relative to the most stable one, in hartree, is as follows: run w 0.0631; run x 0.0113; run y 0.0000; run z 0.2088.



Run w
A molecular structure, C17H31Cl3O2P2Pt, computed with ωB97M-V/def2-TZVPD.

Properties
HOMO-LUMO gap (alpha / beta) in eV: 3.59 / 7.07
⟨S²⟩: 2.01
Multiplicity: 3
HOMO level (alpha / beta) in eV: -3.276 / -8.131

Last column: Löwdin spin population.
Cartesian coordinates (Å):
P 0.2729 -1.9385 0.8641  0.145
P -0.0376 1.6983 1.3758  0.331
C 0.0668 -0.5904 -0.3896  0.101
C 0.4702 0.8794 -0.1428  0.103
H -0.9595 -0.6506 -0.7870  0.006
H 0.7666 -0.9612 -1.1399  0.015
H 1.5510 1.0327 -0.3310  0.006
H -0.0805 1.5303 -0.8210  0.010
C -1.7267 2.3565 1.2183  0.046
H -1.9358 2.9317 2.1312  0.003
H -2.4430 1.5236 1.1564  0.007
H -1.8172 3.0029 0.3321  0.009
C 1.1718 2.9736 1.7499  0.065
H 1.0513 3.8259 1.0675  0.021
H 2.1813 2.5510 1.6434  0.002
H 1.0211 3.2824 2.7924  0.003
C -0.9283 -3.2707 0.8016  0.032
H -0.7630 -3.9290 1.6667  0.001
H -0.8084 -3.8476 -0.1261  0.013
H -1.9529 -2.8781 0.8683  0.004
C 1.9558 -2.5932 0.6875  0.007
H 2.6989 -1.7916 0.8119  0.003
H 2.0862 -3.0752 -0.2910  0.000
H 2.1151 -3.3334 1.4868  0.002
Pt 0.0587 -0.3608 2.3103  0.563
C 0.5969 1.3451 -2.9871  0.007
C -0.7452 1.4142 -2.8716  0.007
C -1.7023 0.6894 -3.7644  0.001
C -1.3159 -0.7712 -4.1222  0.001
C -0.5512 -1.5306 -3.0806  0.010
C 0.7927 -1.6347 -3.0646  0.003
C 1.7219 -0.8105 -3.9072  0.001
C 1.3184 0.6737 -4.1150  0.001
C 0.2676 -1.7935 3.8029  0.255
H 1.2535 1.9428 -2.3470  0.002
H -1.2276 2.1753 -2.2459  0.001
H -1.8302 1.2421 -4.7155  0.001
H -2.6904 0.6934 -3.2725  0.000
H -2.2608 -1.3074 -4.3116  0.000
H -0.7492 -0.7714 -5.0660  0.000
H -1.1693 -2.0987 -2.3753  0.001
H 1.2902 -2.4455 -2.5157  0.000
H 1.8355 -1.2660 -4.9082  0.000
H 2.7200 -0.8453 -3.4372  0.001
H 2.2615 1.2306 -4.2760  0.000
H 0.7312 0.7660 -5.0412  0.000
H 1.0469 -1.4076 4.4797  0.026
H 0.5318 -2.7865 3.4160  0.019
H -0.6897 -1.8143 4.3399  0.009
Cl -0.2035 0.5473 6.9932  0.005
C -0.6884 1.8318 5.8562  0.008
Cl -2.1478 2.6405 6.4280  0.005
Cl 0.6164 3.0424 5.6665  0.002
C -1.0022 1.0735 4.4997  0.012
O -2.0882 0.5479 4.2772  0.000
O 0.0629 1.0595 3.7296  0.123



Run x
A molecular structure, C17H31Cl3O2P2Pt, computed with ωB97M-V/def2-TZVPD.

Properties
HOMO-LUMO gap (alpha / beta) in eV: 5.84 / 5.73
⟨S²⟩: 2.01
Multiplicity: 3
HOMO level (alpha / beta) in eV: -5.558 / -7.887

Last column: Löwdin spin population.
Cartesian coordinates (Å):
P -0.5809 -0.3263 -2.5665  0.006
P 1.9557 -1.3983 -0.7444  0.001
C 0.8538 -1.1692 -3.3328  0.053
C 1.6862 -2.0682 -2.4147  0.003
H 1.4976 -0.4230 -3.8289  0.006
H 0.4079 -1.7847 -4.1149  0.020
H 1.2510 -3.0800 -2.3420  0.000
H 2.6880 -2.1882 -2.8255  0.000
C 3.4991 -0.4289 -0.7106  0.000
H 3.6836 -0.1689 0.3438  0.000
H 3.3664 0.5015 -1.2813  0.000
H 4.3473 -1.0015 -1.1101  0.000
C 2.1098 -2.7328 0.4633  0.000
H 2.9658 -3.3795 0.2333  0.000
H 1.1784 -3.3133 0.4661  0.000
H 2.2271 -2.2465 1.4437  0.000
C -0.9401 1.1879 -3.4578  0.000
H -1.8347 1.6330 -3.0010  0.000
H -1.1349 0.9729 -4.5193  0.000
H -0.1097 1.8969 -3.3655  0.000
C -2.0193 -1.4119 -2.7510  0.000
H -1.9070 -2.3144 -2.1351  0.000
H -2.1561 -1.6915 -3.8052  0.000
H -2.9002 -0.8575 -2.3982  0.000
Pt 0.1163 -0.1503 -0.5246  0.004
C 3.0260 -3.8282 -4.5152  0.010
C 3.8045 -2.7297 -4.5842  0.014
C 4.1720 -2.0524 -5.8658  0.050
C 3.0228 -1.9181 -6.9009  0.098
C 1.6616 -1.6629 -6.3276  0.730
C 0.7676 -2.6290 -6.0475  0.735
C 1.0495 -4.0978 -6.1507  0.105
C 2.4704 -4.5395 -5.7079  0.016
C -1.5534 0.9660 0.0988  0.000
H 2.8329 -4.3300 -3.5588  0.001
H 4.3423 -2.3337 -3.7144  0.001
H 5.0065 -2.5780 -6.3582  0.003
H 4.5426 -1.0472 -5.6072  0.001
H 3.2873 -1.0610 -7.5384  0.011
H 3.0082 -2.8088 -7.5470  0.012
H 1.3959 -0.6023 -6.2335  0.031
H -0.2852 -2.3902 -5.8426  0.032
H 0.8928 -4.4612 -7.1795  0.043
H 0.3033 -4.6130 -5.5214  0.008
H 2.3930 -5.6066 -5.4515  0.001
H 3.1632 -4.4636 -6.5608  0.001
H -1.9135 0.4840 1.0185  0.000
H -2.3325 1.0203 -0.6744  0.000
H -1.1580 1.9614 0.3478  0.000
Cl -0.6965 1.8271 3.8592  0.000
C 0.8651 1.0285 3.5218  0.000
Cl 2.1972 1.9978 4.1689  0.000
Cl 0.8929 -0.5857 4.2610  0.000
C 1.0052 0.9744 1.9294  0.000
O 1.3139 2.0036 1.3304  0.000
O 0.7256 -0.1925 1.4123  0.001



The energy of each structure relative to the most stable one, in hartree, is as follows: run w 0.0902; run x 0.0000.